Record 1
ORCA calculation (ωB97M-V with the def2-TZVPD basis set) on one molecule with the formula C5H6N2 at a distorted geometry.

HOMO energy = -0.335 Eh
SMILES = C=CC1=NN=CC1
LUMO = 0.03 eV

Geometry as XYZ:
```
13
C5H6N2 (ωB97M-V with the def2-TZVPD basis set)
H -1.201 1.623 -0.736
H 3.445 -0.368 -0.059
C -1.098 0.856 0.025
H 2.145 -1.746 0.011
H 1.750 1.366 0.018
C 2.386 -0.651 -0.063
C 1.437 0.311 -0.036
C -2.224 -0.169 -0.133
N -0.322 -1.315 0.063
H -1.347 1.457 0.936
N -1.738 -1.371 -0.010
C 0.044 -0.060 0.053
H -3.276 0.068 -0.070
```

***

Record 2
ORCA calculation (ωB97M-V with the def2-TZVPD basis set) on one molecule with the formula C5H6N2 at a distorted geometry.

HOMO energy = -0.379 Eh
SMILES = C=CC/N=C\C#N
LUMO = 0.01 eV

Geometry as XYZ:
```
13
C5H6N2 (ωB97M-V with the def2-TZVPD basis set)
H 0.780 0.001 -1.937
H -2.122 0.603 -1.113
H -1.664 -1.122 0.597
N -0.471 0.458 1.193
C -1.127 0.168 -1.055
C 1.781 -0.415 1.482
H 0.020 -1.293 0.051
C 0.690 0.529 1.691
C -0.230 0.403 -2.003
H -0.452 1.040 -2.855
H 0.928 1.360 2.353
C -0.794 -0.573 0.218
N 2.662 -1.158 1.377
```

***

Result set for gap between HOMO and LUMO: 9.14, 10.32 eV, one per record in the order listed.